Entry 1:
{"formula": "C18H52O8", "method": "ωB97M-V/def2-TZVPD", "smiles": "CC(C)O.CC(C)O.CC(C)O.CC(C)O.CC(C)O.CO.CO.CO", "energy_ev": -35885.8620, "elements": ["C", "C", "C", "O", "H", "H", "H", "H", "H", "H", "H", "H", "C", "C", "C", "O", "H", "H", "H", "H", "H", "H", "H", "H", "C", "C", "C", "O", "H", "H", "H", "H", "H", "H", "H", "H", "C", "C", "C", "O", "H", "H", "H", "H", "H", "H", "H", "H", "C", "C", "C", "O", "H", "H", "H", "H", "H", "H", "H", "H", "C", "O", "H", "H", "H", "H", "C", "O", "H", "H", "H", "H", "C", "O", "H", "H", "H", "H"], "positions_angstrom": [[-5.947820, -11.806200, 8.378450], [-5.059080, -12.982350, 7.890510], [-4.043740, -13.373930, 8.984940], [-5.877200, -14.110990, 7.768280], [-6.366090, -11.237240, 7.548120], [-5.403370, -11.072060, 8.972350], [-6.699470, -12.186000, 9.070460], [-4.594770, -12.698470, 6.946090], [-3.415720, -12.527690, 9.263430], [-3.360020, -14.189660, 8.749920], [-4.547750, -13.625420, 9.918120], [-6.487800, -13.964220, 7.042180], [-10.951480, -19.975120, 17.043520], [-10.679870, -21.134320, 17.964050], [-9.492750, -21.976620, 17.492270], [-10.406770, -20.622020, 19.246510], [-10.163290, -19.222330, 17.056410], [-11.885510, -19.473280, 17.296190], [-10.954380, -20.369370, 16.027320], [-11.574210, -21.757420, 17.966120], [-9.379380, -22.211700, 16.433970], [-9.552860, -22.917720, 18.038910], [-8.599670, -21.427230, 17.790070], [-10.400010, -21.299110, 19.927030], [-2.174050, -19.055140, 16.677530], [-1.010720, -18.717830, 15.801490], [-1.342510, -17.724610, 14.710430], [0.057810, -18.276680, 16.549700], [-2.797760, -19.672710, 16.031230], [-2.728330, -18.165830, 16.977510], [-1.885160, -19.695370, 17.511040], [-0.715710, -19.662050, 15.343760], [-2.302240, -17.974150, 14.257920], [-0.595780, -17.659290, 13.919090], [-1.513710, -16.686200, 14.994150], [0.828860, -18.475940, 16.013630], [-2.643050, -21.541550, 6.390630], [-2.009970, -22.166860, 7.602940], [-0.912370, -21.211840, 8.186750], [-3.024100, -22.340740, 8.574100], [-3.453130, -22.155740, 5.997400], [-1.927460, -21.430710, 5.575920], [-2.977480, -20.517140, 6.554450], [-1.619210, -23.170970, 7.438180], [-0.440640, -21.559690, 9.105750], [-1.350420, -20.233790, 8.385810], [-0.105990, -21.025750, 7.477360], [-3.384450, -21.482590, 8.809340], [-11.956100, -24.329110, 9.490290], [-13.143120, -24.192630, 10.418460], [-13.071060, -24.983990, 11.740030], [-13.210210, -22.867380, 10.868020], [-10.996720, -24.018090, 9.903760], [-12.157830, -23.784350, 8.567990], [-11.875230, -25.359380, 9.143740], [-14.069620, -24.388960, 9.878890], [-13.991190, -24.906580, 12.319230], [-12.235740, -24.739750, 12.396300], [-13.021660, -26.052580, 11.530780], [-13.298540, -22.368360, 10.052690], [-7.820310, -18.954360, 11.091200], [-6.676030, -18.833740, 10.313580], [-7.887410, -19.982820, 11.445960], [-7.868110, -18.147700, 11.822720], [-8.662010, -18.862940, 10.404690], [-6.624340, -18.055280, 9.754180], [-6.665300, -12.658420, 15.040060], [-7.808600, -12.628230, 15.881980], [-5.814960, -12.115510, 15.452690], [-6.362940, -13.682600, 14.821600], [-6.765290, -12.152800, 14.079610], [-7.703850, -13.241990, 16.612690], [-9.429680, -19.115570, 4.707490], [-10.480670, -18.197590, 4.400450], [-9.085820, -18.912700, 5.721740], [-9.722830, -20.163690, 4.767510], [-8.553800, -19.021200, 4.065590], [-10.158050, -17.293520, 4.413620]], "forces_ev_per_a": [[0.731, 0.165, 0.187], [0.037, 0.725, 1.880], [0.291, 0.723, 0.023], [-0.399, -0.948, -0.739], [-0.374, -0.247, -0.001], [0.380, 0.019, -0.107], [-0.233, -0.106, -0.334], [0.292, -0.199, -0.057], [0.076, 0.192, -0.255], [-0.285, -0.091, -0.367], [-0.359, -0.180, -0.160], [-0.164, -0.070, -0.061], [0.143, 0.252, -0.287], [0.265, -0.253, -0.852], [0.161, -0.024, 0.582], [-0.100, 0.534, 0.534], [0.176, -0.062, 0.275], [-0.036, -0.077, -0.160], [-0.426, 0.138, -0.089], [-0.191, -0.134, 0.177], [-0.529, 0.161, -0.062], [0.406, -0.137, 0.002], [0.163, -0.159, 0.053], [-0.032, -0.237, -0.176], [-0.549, -0.291, -0.368], [-0.435, -0.213, -0.752], [-0.885, 0.409, -0.855], [1.538, 0.455, 0.995], [-0.517, 0.089, 0.195], [0.015, -0.110, 0.285], [0.066, 0.326, 0.129], [-0.019, -0.207, -0.406], [0.034, -0.368, -0.335], [0.124, -0.328, -0.002], [0.280, -0.043, 0.838], [0.346, 0.280, 0.274], [0.487, -0.135, -1.263], [0.446, 1.439, 1.106], [-0.106, -0.436, -0.543], [-0.235, -0.616, 0.569], [-0.126, 0.091, 0.190], [0.229, -0.165, -0.103], [-0.269, -0.071, 0.427], [0.068, 0.116, -0.250], [-0.271, -0.266, 0.003], [-0.207, 0.030, 0.075], [0.008, -0.135, -0.197], [-0.039, 0.152, -0.002], [-0.212, -0.903, -0.606], [0.599, -0.251, 1.627], [-0.428, -1.128, -0.690], [-0.248, 1.305, -0.231], [-0.210, 0.072, 0.212], [0.101, 0.373, 0.012], [0.172, -0.212, 0.136], [-0.081, -0.590, -0.055], [-0.040, 0.497, -0.086], [0.084, 0.327, -0.341], [0.277, -0.163, -0.123], [-0.009, 0.677, 0.146], [-1.005, 0.472, -1.165], [1.973, -0.615, -0.463], [0.324, 0.309, 0.565], [-0.179, -0.428, 0.503], [-0.597, 0.173, 0.264], [-0.496, 0.106, 0.282], [0.727, -0.197, 0.126], [-0.132, 0.491, -0.643], [0.139, -0.159, 0.560], [0.089, -0.074, 0.003], [-1.059, -0.047, 0.066], [0.238, -0.017, -0.115], [0.535, 0.727, 1.017], [-0.213, -0.921, -0.350], [0.235, 0.094, 0.202], [-0.673, 0.261, -0.603], [-0.142, -0.013, -0.331], [0.260, -0.152, 0.069]], "mulliken_charge": [-1.26, 0.57, -1.34, -0.54, 0.35, 0.32, 0.33, 0.24, 0.38, 0.33, 0.31, 0.30, -1.33, 0.61, -1.24, -0.56, 0.33, 0.32, 0.36, 0.22, 0.36, 0.31, 0.32, 0.31, -1.29, 0.60, -1.26, -0.55, 0.36, 0.31, 0.33, 0.19, 0.32, 0.34, 0.33, 0.33, -1.20, 0.32, -1.17, -0.54, 0.32, 0.36, 0.31, 0.29, 0.32, 0.31, 0.34, 0.34, -1.22, 0.56, -1.32, -0.54, 0.31, 0.37, 0.32, 0.18, 0.33, 0.32, 0.37, 0.31, -0.45, -0.49, 0.21, 0.22, 0.22, 0.29, -0.51, -0.50, 0.25, 0.23, 0.22, 0.30, -0.49, -0.50, 0.21, 0.24, 0.25, 0.29]}

Entry 2:
{"formula": "C37H31FN6NaO5S2Se", "method": "ωB97M-V/def2-TZVPD", "energy_ev": -152205.9315, "charge": -1, "elements": ["Na", "C", "O", "C", "C", "O", "C", "H", "H", "H", "H", "H", "H", "H", "H", "H", "H", "S", "C", "N", "C", "C", "C", "C", "C", "C", "S", "H", "H", "H", "H", "C", "C", "C", "C", "C", "C", "C", "F", "C", "C", "C", "O", "C", "C", "N", "C", "C", "O", "O", "H", "H", "H", "H", "H", "H", "H", "H", "H", "H", "H", "Se", "N", "C", "C", "C", "C", "C", "N", "C", "C", "N", "C", "C", "C", "C", "C", "N", "H", "H", "H", "H", "H", "H"], "positions_angstrom": [[0.062231, 0.801281, 0.261460], [2.053831, 1.588781, -1.604840], [1.735631, 1.970981, -0.291340], [1.722531, 3.354681, -0.082340], [0.846431, 3.648781, 1.124960], [-0.497869, 3.512681, 0.743160], [-1.386269, 3.590581, 1.827860], [3.009631, 2.021281, -1.926640], [1.265331, 1.878381, -2.301440], [2.128531, 0.507081, -1.597440], [1.307731, 3.873881, -0.954140], [2.749131, 3.716581, 0.102060], [1.035531, 4.674681, 1.490460], [1.085831, 2.930081, 1.917760], [-1.470669, 4.628281, 2.180460], [-1.070569, 2.941981, 2.647960], [-2.353869, 3.248181, 1.469160], [0.210331, -2.056619, -2.527640], [-0.354469, -0.968619, -3.640140], [-1.254369, -0.062419, -3.475340], [-1.491069, 0.683881, -4.578640], [-2.409769, 1.725581, -4.676040], [-2.534969, 2.417781, -5.863240], [-1.780969, 2.069381, -6.978440], [-0.869069, 1.026781, -6.913540], [-0.722069, 0.344581, -5.723140], [0.331931, -0.985619, -5.349440], [-3.019169, 1.977281, -3.823440], [-3.234369, 3.242181, -5.918940], [-1.914469, 2.607681, -7.906640], [-0.282469, 0.753381, -7.780040], [2.483431, -3.538619, 5.934160], [3.447131, -3.493619, 4.747960], [3.864431, -4.918619, 4.380060], [4.887631, -4.881019, 3.257860], [4.305431, -4.132319, 2.095560], [4.735531, -4.407719, 0.816060], [4.186531, -3.732919, -0.265740], [4.633531, -4.044719, -1.502940], [3.226831, -2.770619, -0.089140], [2.793431, -2.462319, 1.201560], [1.808731, -1.371519, 1.347760], [1.382531, -0.775119, 0.363260], [1.474631, -1.068719, 2.713060], [2.015031, -1.787819, 3.722160], [2.872431, -2.835319, 3.576460], [3.318931, -3.149919, 2.311760], [0.605731, 0.156381, 3.098160], [0.771731, 0.581181, 4.244260], [-0.153969, 0.600981, 2.218560], [2.882931, -4.221319, 6.681860], [1.506731, -3.899219, 5.620660], [2.364731, -2.565719, 6.401160], [4.348131, -2.934419, 5.049660], [2.984731, -5.476819, 4.051560], [4.279231, -5.408819, 5.262660], [5.161131, -5.891619, 2.950060], [5.800331, -4.382219, 3.600160], [5.500031, -5.152419, 0.652960], [2.779131, -2.246119, -0.917640], [1.769431, -1.493919, 4.730060], [-7.850969, 1.684781, -0.695940], [-6.721569, 0.426881, -0.152440], [-5.488469, 0.822181, -0.420640], [-4.304969, 0.059181, -0.133240], [-4.334369, -1.197319, 0.479560], [-3.147369, -1.868019, 0.674760], [-1.957669, -1.273219, 0.244560], [-1.914769, -0.089019, -0.310740], [-3.043569, 0.584881, -0.496140], [-2.936969, 1.884581, -1.125240], [-1.719869, 2.313481, -1.447940], [-1.597569, 3.492881, -2.003540], [-2.665369, 4.354781, -2.258540], [-3.935369, 3.924581, -1.949240], [-4.096669, 2.656081, -1.381640], [-5.382969, 2.110881, -1.045240], [-6.533169, 2.725181, -1.266640], [-5.286569, -1.617419, 0.774460], [-3.122769, -2.836019, 1.148560], [-1.005869, -1.776619, 0.327760], [-0.589169, 3.788181, -2.257640], [-2.491069, 5.333881, -2.679340], [-4.807269, 4.536781, -2.131940]], "forces_ev_per_a": [[-0.849, 0.681, -1.405], [0.338, -0.187, -0.386], [0.400, 0.427, 0.091], [-0.047, 0.457, 0.410], [0.394, 0.206, -0.035], [0.225, -0.181, -0.202], [-0.112, 0.100, 0.274], [-0.041, 0.000, 0.018], [-0.105, 0.090, -0.114], [0.004, -0.165, -0.119], [0.070, 0.040, -0.037], [-0.188, 0.007, -0.088], [0.047, -0.180, -0.034], [0.018, 0.078, 0.108], [-0.038, -0.039, 0.025], [0.021, -0.060, 0.001], [-0.128, 0.041, -0.014], [0.534, -0.856, 0.618], [0.509, -0.295, -0.738], [-0.741, 0.416, 0.629], [0.219, 0.052, -0.886], [0.050, -0.084, 0.075], [-0.101, 0.108, -0.134], [-0.053, 0.171, -0.167], [-0.029, 0.058, -0.073], [0.063, -0.032, 0.025], [-0.410, 0.292, 0.561], [-0.072, 0.014, 0.101], [-0.066, 0.020, -0.067], [0.022, 0.067, -0.060], [0.024, -0.011, -0.066], [0.168, 0.179, -0.177], [0.122, -0.383, 0.498], [0.268, 0.259, -0.049], [-0.116, -0.047, 0.099], [0.078, -0.035, -0.002], [-0.165, 0.126, -0.050], [-0.099, 0.161, 0.093], [-0.062, 0.047, 0.098], [0.205, -0.239, -0.139], [0.181, -0.173, 0.040], [0.139, -0.197, 0.259], [0.719, -0.845, -0.036], [-0.365, 0.578, 0.087], [0.111, -0.086, -0.036], [-0.324, 0.229, 0.261], [0.123, -0.032, -0.884], [0.518, -0.584, 0.277], [0.041, 0.148, 0.625], [-0.572, 0.110, 0.883], [0.027, -0.011, 0.044], [-0.110, -0.045, -0.030], [-0.085, 0.055, 0.070], [-0.086, -0.123, -0.042], [-0.066, -0.028, 0.069], [-0.074, 0.030, 0.012], [0.046, 0.024, -0.015], [0.005, -0.053, 0.060], [0.062, -0.107, -0.054], [-0.095, 0.084, -0.222], [-0.021, 0.051, 0.039], [0.489, -0.065, 0.033], [0.663, -0.410, 0.130], [-1.357, 0.011, 0.111], [0.956, -0.339, 0.058], [0.141, 0.082, -0.084], [-0.061, 0.090, -0.056], [-0.278, -0.479, 0.133], [-0.267, 0.212, -0.027], [-0.778, -0.942, 0.270], [-0.610, 0.997, -0.446], [0.172, -0.257, 0.117], [-0.023, 0.375, -0.113], [-0.062, -0.092, 0.060], [0.035, -0.165, 0.091], [0.986, 0.201, -0.160], [-1.449, 0.282, 0.013], [0.766, 0.295, -0.210], [-0.004, -0.014, 0.023], [-0.011, -0.122, 0.018], [0.077, -0.129, 0.109], [0.105, 0.109, -0.053], [0.023, 0.014, -0.094], [-0.042, 0.015, -0.010]], "mulliken_charge": [1.10, -0.39, -0.21, -0.72, -0.45, -0.03, -0.61, 0.41, 0.19, -0.10, 0.34, 0.39, 0.45, 0.18, 0.30, 0.25, 0.09, -0.38, 0.12, -0.12, -0.84, 0.29, -0.76, -0.44, -0.48, 0.62, -0.35, 0.40, 0.38, 0.35, 0.37, -1.78, 0.52, -1.01, -1.12, 1.44, -0.81, -0.02, -0.37, -1.14, 0.38, 0.78, -0.63, -0.14, -0.17, 0.24, -0.68, -0.16, -0.87, -0.54, 0.44, 0.36, 0.51, 0.11, 0.33, 0.38, 0.44, 0.33, 0.51, 0.62, 0.64, 0.20, -0.94, 0.93, 0.65, -0.83, -1.17, -0.27, 0.36, -0.11, -0.50, 0.88, -0.28, -1.21, -0.78, 0.46, 0.84, -0.90, 0.51, 0.44, 0.49, 0.27, 0.49, 0.51]}

Entry 3:
{"formula": "C4H8O3", "method": "ωB97M-V/def2-TZVPD", "smiles": "C[C@@H]1CO[C@H](O)O1", "energy_ev": -10419.9025, "elements": ["C", "C", "C", "O", "C", "O", "O", "H", "H", "H", "H", "H", "H", "H", "H"], "positions_angstrom": [[1.555225, -0.831552, 0.693801], [0.779569, 0.176745, -0.128009], [-0.216155, 1.028767, 0.651550], [-1.208178, 1.304218, -0.317407], [-1.290334, 0.186918, -1.164082], [-2.335865, -0.666869, -0.868318], [-0.072330, -0.506392, -1.047287], [0.869652, -1.470440, 1.262041], [2.223791, -0.321652, 1.396048], [2.161922, -1.467977, 0.043798], [1.466171, 0.825295, -0.691858], [0.195950, 1.975519, 1.008486], [-0.635074, 0.473849, 1.506636], [-1.465115, 0.551539, -2.179042], [-2.029228, -1.257968, -0.166357]], "forces_ev_per_a": [[0.021, -0.019, 0.008], [0.149, 0.116, 0.181], [0.176, -0.042, 0.186], [-0.100, 0.025, -0.062], [0.018, 0.120, -0.237], [0.020, -0.120, 0.171], [-0.052, -0.043, -0.022], [0.099, 0.106, -0.089], [-0.099, -0.055, -0.102], [-0.075, 0.090, 0.087], [-0.102, -0.096, 0.060], [-0.053, -0.142, -0.053], [0.069, 0.052, -0.129], [0.045, -0.030, 0.086], [-0.116, 0.041, -0.086]], "mulliken_charge": [-1.37, 0.47, -0.53, -0.35, 0.15, -0.50, -0.40, 0.33, 0.37, 0.33, 0.26, 0.31, 0.30, 0.29, 0.34]}